# 1
Entry from OMol25: a molecular structure, C23H28GaIN3OS3 in a non-equilibrium geometry (ωB97M-V with the def2-TZVPD basis set).

Calculated values
HOMO energy (eV): -10.76
Energy relative to the best compared isomer or geometry (same formula, charge and spin) (kJ/mol): 0.00
HOMO-LUMO gap (eV): 8.80
Charge: +1

```
60
C23H28GaIN3OS3 | OMol25 | ωB97M-V with the def2-TZVPD basis set
C -2.88 0.74 -2.97
C -4.20 0.89 -2.55
H 0.41 1.23 3.90
C 1.41 -3.26 -2.04
H 0.32 5.05 -0.15
H -2.06 4.50 -1.10
H -5.58 0.46 -0.85
H -1.50 -2.68 -1.80
C 3.16 -2.46 -0.87
H 1.87 2.90 4.74
C 3.92 -3.63 -1.10
H 2.31 -1.14 1.54
H -2.07 3.28 -2.47
H -0.71 -0.32 3.05
H 1.34 -1.18 3.05
C 2.00 2.60 3.68
H 4.10 2.67 1.06
C 2.07 -4.47 -2.24
C -1.63 -1.21 1.32
C 2.36 1.48 1.11
C -1.93 3.43 -1.41
H 0.94 -2.16 1.65
N 0.55 -0.06 1.44
C -2.38 -0.34 -0.93
H -1.23 -2.16 1.63
O -0.54 1.63 -0.25
H 0.78 3.85 1.08
C 3.27 2.39 1.68
S 2.54 0.87 -0.55
H -4.98 1.25 -3.20
H -3.95 -0.56 0.44
H -1.24 0.88 1.90
C -1.95 0.04 -2.24
H -1.01 -3.22 -0.24
S -0.22 2.95 -0.98
Ga 0.56 -0.05 -0.66
N 1.98 -2.24 -1.40
C 1.10 1.62 3.21
C 3.33 -4.66 -1.81
H 4.90 -3.75 -0.67
C -4.60 0.40 -1.31
H -2.69 -2.82 -0.59
H -0.87 4.32 0.88
I 1.10 -6.06 -3.16
H -2.64 -1.25 1.58
C 0.08 4.15 0.33
C -0.84 -0.10 2.01
S -0.23 -0.14 -2.80
H -2.65 1.21 -3.95
C 1.29 1.09 1.93
C 3.07 3.02 2.91
C 1.34 -1.26 2.01
C -3.65 -0.19 -0.49
H 0.49 -3.01 -2.62
H 3.84 -5.64 -1.94
C -1.67 -2.57 -0.75
H 3.83 3.57 3.34
H 3.68 -1.62 -0.40
H -2.61 2.87 -0.80
N -1.45 -1.18 -0.17
```

=====

# 2
Entry from OMol25: a molecular structure, C23H27BCl3N7O2Ru in a non-equilibrium geometry (ωB97M-V with the def2-TZVPD basis set).

Calculated values
HOMO energy (alpha / beta) (eV): -7.60 / -8.56
⟨S²⟩: 6.0681
HOMO-LUMO gap (alpha / beta) (eV): 8.23 / 7.51
2S+1: 5

```
64
C23H27BCl3N7O2Ru | OMol25 | ωB97M-V with the def2-TZVPD basis set
H -1.12 3.04 -1.59
C -2.85 -0.84 -2.56
H -0.56 -2.47 -2.46
C -3.34 2.23 0.62
C -1.05 -0.59 -4.34
H 1.13 2.01 -1.62
H -0.73 -3.69 -0.45
Cl 4.32 -2.58 -1.22
N -1.51 1.45 -0.27
C 0.85 0.99 -4.30
H 2.26 3.28 -2.10
C 0.78 1.03 -5.67
H -4.37 -2.09 1.18
N -1.11 0.08 2.32
C -2.84 -3.43 0.25
C 1.03 0.08 2.56
N -2.43 -1.34 0.83
C -1.05 -0.50 -5.71
O 1.75 -1.60 -0.32
H -3.32 -4.37 0.07
H -3.40 0.01 -2.95
H 1.02 0.00 4.77
Cl 4.38 -1.81 1.56
H 2.07 0.10 2.28
C 0.49 0.02 3.84
H 3.44 0.29 -4.05
C -1.52 -3.09 -0.04
C -2.93 3.16 -0.30
N -1.30 -1.83 0.31
H -2.02 -3.45 -2.74
C -0.05 0.12 -3.56
C -0.14 0.29 -6.40
N -2.47 1.21 0.62
H -1.78 -1.07 -6.27
H -2.16 -0.50 -1.78
C -3.38 -2.29 0.80
H -0.14 0.32 -7.47
Cl 5.20 0.06 -0.47
B -2.44 0.00 1.58
H -1.69 -0.02 4.34
H 2.34 2.48 -4.38
C -1.76 2.63 -0.84
H 3.87 1.40 -2.73
H -4.19 2.24 1.29
C 4.09 -1.25 -0.09
H 1.49 1.65 -6.20
H -0.83 -3.25 -4.02
O 2.45 0.47 -0.08
H 0.64 3.29 -2.78
C 1.94 1.79 -3.63
C -0.88 0.02 3.64
H -2.77 -1.82 -4.45
C -2.05 -1.51 -3.68
H -3.36 0.06 2.33
C 3.05 0.84 -3.20
N 0.05 -0.05 -2.28
Ru 0.08 0.01 -0.39
C -1.32 -2.76 -3.19
H -3.39 4.09 -0.55
H 2.66 0.13 -2.48
C 1.45 2.65 -2.46
N 0.05 0.11 1.66
C 2.63 -0.74 -0.18
H -3.55 -1.55 -2.12
```